[1]
Formula: C19H21F2NO11S
Source: the Open Molecules 2025 dataset
Level of theory: ωB97M-V/def2-TZVPD

Geometry (Å):
O -2.34062 -5.10754 1.47644
H 1.09723 -1.98802 -1.79151
C -4.39469 -0.12343 -0.15073
H -1.49674 -1.57146 -1.22747
H -0.62607 4.35019 -0.01437
O 5.94219 -1.28157 0.94316
C -3.99054 -1.15415 -2.12152
H -2.65858 1.37548 -2.65143
C -2.68896 1.03203 -1.57895
O -1.66875 4.14094 -3.62649
C 0.71428 -1.11696 -1.18344
O 1.39418 -2.68120 3.47976
O 2.49442 0.56334 0.75257
F -2.37992 5.07087 0.64335
H -3.03586 1.91348 -0.97095
H 6.48678 -1.80728 2.86184
H -0.28059 6.69423 -0.57032
H 4.81570 -1.23126 2.69503
C 1.80877 -0.33997 1.12955
H -5.47774 -2.90807 -1.85646
H 5.51616 1.07491 2.40228
C 6.30382 0.32618 2.51720
C -1.22461 0.66487 -1.06237
O 7.25471 0.47195 1.47966
H -4.33824 0.59886 0.70014
H 1.35145 -0.22109 -1.42827
O -2.12651 4.19812 -1.41609
C -1.16076 6.22669 -1.00990
O -0.92019 5.85059 -2.36308
C 1.13517 -2.06732 2.50131
C 5.84018 -1.08999 2.35094
C 0.49044 -2.40253 1.13705
O -0.74537 -4.54585 3.14462
C -0.42447 -3.52239 0.58427
H -3.52551 -1.34073 -3.11279
C -5.00095 -1.97318 -1.49034
O 1.53301 -0.70117 2.46662
H -1.17176 0.76464 0.05673
C -0.77556 -0.77273 -1.54773
H -1.99189 6.93461 -0.97113
O 7.25157 -0.33522 -0.63010
C -5.25312 -1.28767 -0.16590
H -0.52943 1.42433 -1.52570
H -0.27151 -6.03521 1.33240
N -3.65017 -0.05139 -1.34457
H 0.13139 -4.00630 -0.27607
H -5.94535 -1.63066 0.63745
C 0.94102 -1.38243 0.34774
S -0.90749 -4.85921 1.73121
H -0.83459 -0.73722 -2.67774
F 6.92898 0.50056 3.70722
H -1.37597 -3.11694 0.14053
C -1.58109 4.68068 -2.57253
C 6.85634 -0.37916 0.48823
C -1.49420 4.91174 -0.36935

Its spin multiplicity is 1. As for the SMILES: O=C1OC(=O)C(C[SH](=O)=O)=C1CCCCn1cccc1.O=C1OC[C@@H](F)O1.O=C1OC[C@@H](F)O1.



[2]
Formula: IO4S2
Source: the Open Molecules 2025 dataset
Level of theory: ωB97M-V/def2-TZVPD

Geometry (Å):
O 1.08916 -1.22842 0.05758
S 1.00071 0.24472 -0.07874
O 0.65460 0.64456 -1.40504
I -3.32020 -0.19159 0.14661
O -0.41608 0.43593 0.74481
O 2.02913 0.98713 0.57522
S -1.03732 -0.89233 -0.04044

Its spin multiplicity is 1. The net charge is -1.



[3]
Formula: C12H13NO
Source: the Open Molecules 2025 dataset
Level of theory: ωB97M-V/def2-TZVPD

Geometry (Å):
H -1.36046 -1.61943 2.39835
C -0.55968 -1.03452 -3.31981
H 2.31986 0.44282 1.15849
C 1.21598 0.11245 -1.98957
H 0.58214 1.11594 3.03034
O 0.96644 2.09523 0.70594
H 2.27532 -0.84017 3.04757
H 0.92078 -1.85416 2.41264
H 2.37492 0.17802 -1.88069
C 1.23797 -0.80030 2.41798
C 0.67615 -0.57295 -3.08688
C -1.15961 -0.13024 2.51466
H 1.65458 -0.86960 0.25040
C -1.13761 -0.18615 -1.11861
C 0.36200 0.78219 0.36064
H -2.19917 0.37598 3.17006
H 0.29193 -0.24104 4.18409
H 1.14356 -0.96609 -4.24277
C 0.18141 0.12183 3.15761
H -2.56724 -1.13962 -2.61729
N -1.85684 -0.04509 0.16966
C -1.58738 -0.75591 -2.31728
H 1.87636 1.93906 1.64342
C 0.21916 0.31752 -1.08175
C -0.97572 0.43343 0.98858
C 1.34288 -0.22767 0.94853
H -0.93941 -1.32594 -4.23441

Its spin multiplicity is 1.



[4]
Formula: C3H14NO2
Source: the Open Molecules 2025 dataset
Level of theory: ωB97M-V/def2-TZVPD

Geometry (Å):
H -1.06215 0.91065 -3.09160
H 0.72516 0.68536 3.80791
H 0.83023 0.52786 -1.25721
H 0.24500 -0.07173 1.19634
N -0.53287 -0.60370 0.78181
C -1.15696 0.17164 -0.39166
C -0.66308 1.63364 -2.38047
O 0.95026 0.23948 2.98878
H 2.25436 -2.55381 0.38594
H -0.20970 -1.50918 0.44373
H -1.46934 2.36295 -2.26965
O 1.39438 -2.87412 0.12292
H 0.15928 2.19712 -2.82237
H 1.91279 0.16814 2.95513
C -0.13482 1.02295 -1.08868
H 0.22707 1.86252 -0.47985
H -1.71710 -0.58555 -0.93254
H 1.33686 -3.76723 0.44446
H -1.85971 0.86424 0.06850
H -1.22966 -0.68121 1.51851

Its spin multiplicity is 1. The net charge is +1.



[5]
Formula: C4H6N2O
Source: the Open Molecules 2025 dataset
Level of theory: ωB97M-V/def2-TZVPD

Geometry (Å):
H -2.59951 1.11532 -0.24317
N -0.45147 1.29021 -0.20739
C 0.05437 -0.84029 0.11808
C 0.58914 0.40646 -0.03362
H 0.23600 -2.71047 0.34537
O 0.82685 -1.95430 0.29248
C -1.36477 -0.72688 0.03763
H 2.38195 0.55983 -0.90559
C -1.64578 0.60961 -0.14154
H 2.44571 0.59904 0.72091
H -2.08455 -1.53363 0.09920
H -0.28326 2.25309 0.00363
N 1.90967 0.91065 -0.07907

Its spin multiplicity is 1. As for the SMILES: Nc1[nH]ccc1O.



[6]
Formula: C3NS
Source: the Open Molecules 2025 dataset
Level of theory: ωB97M-V/def2-TZVPD

Geometry (Å):
C -0.00176 0.81424 0.17669
C 0.55648 -0.60859 0.25813
C 1.11155 0.53716 0.86173
N -0.93826 0.48349 -0.55360
S -0.72800 -1.22630 -0.74294

Its spin multiplicity is 1. The net charge is +1.



Number 1: E_HOMO -8.294 eV, F_max 5.15 eV/A, frontier orbital gap 7.09 eV. Number 2: E_HOMO -4.596 eV, F_max 3.50 eV/A, frontier orbital gap 7.43 eV. Number 3: E_HOMO -8.723 eV, F_max 7.00 eV/A, frontier orbital gap 8.78 eV. Number 4: E_HOMO -15.272 eV, F_max 1.51 eV/A, frontier orbital gap 12.17 eV. Number 5: E_HOMO -7.748 eV, F_max 0.74 eV/A, frontier orbital gap 8.64 eV. Number 6: E_HOMO -17.384 eV, F_max 4.00 eV/A, frontier orbital gap 8.31 eV.